C49H34CoF15GeN3OSSb as an isolated structure at a distorted geometry. Source: the OMol25 dataset; level of theory: wB97M-V/def2-TZVPD.

energy relative to the best compared isomer or geometry (same formula, charge and spin): 117.9 kJ/mol
spin multiplicity: 2
lowest unoccupied orbital energy (spin up / spin down): 1.537 / 1.574 eV
⟨S²⟩: 0.84
net charge: -1
DFT total energy: -210160.1417 eV
frontier orbital gap (spin up / spin down): 0.21865 / 0.24239 Eh

Last column: Mulliken spin population.
Positions of all 106 atoms, in Å:
Co (-0.171, 0.783, -1.469)  0.977
C (2.455, -0.809, -1.843)  -0.006
N (1.684, 0.436, -1.936)  -0.032
C (2.263, 1.437, -2.522)  0.023
C (1.564, 2.652, -2.657)  0.007
C (1.880, 3.897, -3.227)  -0.002
C (0.743, 4.681, -3.084)  0.006
C (-0.210, 3.877, -2.429)  -0.011
N (0.283, 2.667, -2.170)  0.037
C (3.576, -0.727, -0.832)  0.001
C (4.860, -0.346, -1.209)  -0.001
C (5.870, -0.226, -0.265)  0.000
C (5.612, -0.509, 1.068)  0.000
C (4.343, -0.921, 1.447)  0.001
C (3.333, -1.025, 0.503)  0.002
H (2.881, -1.038, -2.825)  -0.002
H (1.768, -1.604, -1.563)  -0.001
H (3.267, 1.339, -2.933)  -0.001
H (2.814, 4.172, -3.694)  0.000
H (0.606, 5.704, -3.399)  0.001
H (-1.228, 4.138, -2.166)  -0.001
H (5.077, -0.152, -2.254)  0.000
H (6.866, 0.069, -0.573)  0.000
H (6.401, -0.421, 1.805)  0.000
H (4.138, -1.170, 2.482)  0.000
H (2.343, -1.364, 0.782)  -0.003
C (-0.940, -0.005, -3.257)  -0.001
C (-0.030, 0.127, -4.371)  -0.011
C (0.907, -0.878, -4.689)  0.006
C (1.768, -0.755, -5.754)  0.004
C (1.746, 0.394, -6.555)  0.001
C (0.843, 1.419, -6.238)  0.001
C (-0.024, 1.283, -5.180)  -0.005
C (2.603, 0.518, -7.682)  0.001
N (3.286, 0.626, -8.605)  0.001
H (-1.126, -1.037, -2.956)  -0.013
H (-1.854, 0.571, -3.392)  0.004
H (0.932, -1.771, -4.073)  -0.007
H (2.466, -1.549, -5.992)  0.000
H (0.845, 2.320, -6.838)  0.000
H (-0.713, 2.085, -4.944)  0.000
C (0.670, -5.413, -3.361)  0.000
Sb (-0.005, -3.988, -1.853)  0.004
C (-0.421, -5.448, -0.314)  0.000
C (-2.018, -4.062, -2.644)  0.000
H (0.129, -6.356, -3.281)  0.000
H (1.740, -5.601, -3.268)  0.000
H (0.478, -4.971, -4.340)  0.000
H (-0.802, -6.371, -0.751)  0.000
H (-1.171, -5.015, 0.348)  0.000
H (0.475, -5.658, 0.270)  0.000
H (-2.291, -5.097, -2.852)  0.000
H (-2.071, -3.483, -3.566)  0.000
H (-2.713, -3.636, -1.920)  0.000
C (-4.046, 1.237, -1.506)  0.000
C (-2.900, 1.728, -0.668)  -0.007
O (-1.810, 1.203, -0.785)  -0.012
C (-3.093, 2.766, 0.345)  -0.005
C (-4.361, 3.097, 0.834)  -0.001
C (-4.498, 4.028, 1.846)  0.001
C (-3.378, 4.656, 2.373)  -0.001
C (-2.115, 4.347, 1.882)  0.001
C (-1.971, 3.406, 0.882)  -0.009
H (-3.676, 0.477, -2.188)  0.001
H (-4.496, 2.058, -2.069)  0.000
H (-4.816, 0.792, -0.873)  0.000
H (-5.235, 2.604, 0.429)  0.000
H (-5.481, 4.264, 2.234)  0.000
H (-3.487, 5.384, 3.167)  0.000
H (-1.241, 4.836, 2.291)  0.000
H (-0.992, 3.163, 0.485)  0.009
F (-1.509, -1.463, 5.526)  0.000
C (-0.726, -2.416, 4.999)  -0.002
C (-0.202, -2.271, 3.724)  0.004
C (0.610, -3.308, 3.288)  0.001
F (1.178, -3.259, 2.080)  0.000
C (0.898, -4.419, 4.063)  0.000
F (1.702, -5.382, 3.604)  0.000
C (0.355, -4.523, 5.329)  0.000
F (0.625, -5.578, 6.093)  0.000
C (-0.466, -3.513, 5.799)  0.000
F (-0.991, -3.608, 7.025)  0.000
Ge (-0.576, -0.720, 2.464)  -0.007
S (-0.790, -1.317, 0.453)  0.014
C (-2.217, 0.154, 3.258)  0.000
C (-3.348, -0.635, 3.389)  -0.002
F (-3.276, -1.928, 3.041)  0.000
C (-4.545, -0.163, 3.889)  0.001
F (-5.608, -0.962, 4.017)  0.000
C (-4.634, 1.166, 4.270)  0.000
F (-5.775, 1.646, 4.762)  0.000
C (-3.534, 1.991, 4.136)  0.000
F (-3.624, 3.275, 4.504)  0.000
C (-2.351, 1.479, 3.629)  0.001
F (-1.319, 2.331, 3.527)  0.000
C (0.851, 0.624, 2.992)  -0.008
C (1.422, 0.677, 4.252)  0.001
F (1.049, -0.196, 5.201)  0.000
C (2.380, 1.611, 4.604)  0.000
F (2.902, 1.623, 5.835)  0.000
C (2.799, 2.544, 3.675)  0.000
F (3.721, 3.445, 3.997)  0.000
C (2.236, 2.543, 2.412)  -0.008
F (2.606, 3.459, 1.521)  0.000
C (1.283, 1.592, 2.101)  0.007
F (0.742, 1.667, 0.881)  0.044